(1)
Computed, not measured: a cluster of 2 separate species, C4H13N2O in total at a distorted geometry, with ωB97M-V/def2-TZVPD.

## Properties
Relative energy (zero: lowest compared OMol25 entry of this formula, charge and spin) in kJ/mol: 45.58
F_max in eV/A: 2.16
Lowest unoccupied orbital energy in Eh: -0.103
Spin multiplicity: 1
Frontier orbital gap in eV: 11.822
Total charge: +1

Element x y z (Å)
C 2.00887 1.07565 -0.48671
H -2.36065 -0.64959 -0.96111
C 2.14010 -0.31183 -1.07938
N 3.12741 1.78827 -0.36545
H -1.15766 -1.48136 -0.28719
H 3.08021 2.70458 0.04716
H -1.03489 0.40693 1.47377
H -2.70151 -0.92802 2.04530
H 1.77724 -0.24327 -2.10977
H 3.18378 -0.55616 -1.17727
H 1.56528 -1.04449 -0.51914
O 0.89628 1.59976 -0.28204
C -1.94194 -0.78732 0.04127
H -2.47738 -2.42928 1.33765
N -1.25768 0.45810 0.47828
C -2.82171 -1.42067 1.10086
H 4.01472 1.32402 -0.45674
H -1.87789 1.24956 0.33062
H -3.86747 -1.52964 0.83600
H -0.29514 0.77475 0.03389



(2)
Computed, not measured: a cluster of 2 separate species, C4H13N2O2 in total at a distorted geometry, with ωB97M-V/def2-TZVPD.

## Properties
Relative energy (zero: lowest compared OMol25 entry of this formula, charge and spin) in kJ/mol: 198.28
F_max in eV/A: 3.16
Lowest unoccupied orbital energy in Eh: 0.147
Spin multiplicity: 1
Frontier orbital gap in eV: 7.292
Total charge: -1

Element x y z (Å)
H -1.42035 -1.40210 -0.72751
H 1.15183 0.68757 -1.31381
H -1.40361 -2.99876 0.08879
H -0.32457 2.57104 2.25570
H 1.88520 -0.90207 0.54827
N -1.09876 -2.37384 -0.65074
C 0.38666 -2.09717 -0.37256
H -0.71127 2.49097 -1.36585
C 0.45664 1.01990 -0.50650
H 0.83746 -3.08728 -0.20844
H 0.72113 -1.62746 -1.29363
O 0.62874 2.65857 2.33907
H 0.95362 1.87577 -0.08174
H 1.01232 2.05769 1.67000
H -0.95751 0.22009 0.70942
H -0.83644 0.96951 -2.29157
C -0.99224 1.42917 -1.31901
H 0.76489 -1.51250 1.78458
N 0.17546 0.19758 0.65620
C 0.80483 -1.10897 0.75512
O -2.03403 0.93228 -0.67579



(3)
Computed, not measured: a structure of composition C4H13N2O2 at a distorted geometry, with ωB97M-V/def2-TZVPD.

## Properties
Relative energy (zero: lowest compared OMol25 entry of this formula, charge and spin) in kJ/mol: 191.42
F_max in eV/A: 6.86
Lowest unoccupied orbital energy in Eh: 0.141
Spin multiplicity: 1
Frontier orbital gap in eV: 7.513
Total charge: -1

Element x y z (Å)
H -0.23198 0.32925 1.07789
H -1.50504 3.99233 -0.55275
H -0.02081 -2.24422 1.84185
H 1.69301 -0.88894 1.71249
O -1.01415 3.27740 -0.74062
C -0.07106 0.05096 0.01249
O -2.15756 1.16784 -0.15422
H -2.06388 -0.86246 -0.44963
N -0.28755 -2.26931 0.88591
C -1.49120 0.09082 -0.66531
H 0.58902 0.83639 -0.36596
H 3.05302 0.64726 0.19307
H -1.60394 0.23452 -1.76061
H -1.35465 -2.00170 0.81878
C 1.94352 -1.25878 0.67763
H -1.48636 2.19062 -0.37988
C 0.52849 -1.37002 0.12869
H 2.60777 -0.39727 -1.04905
H 2.32710 -2.28230 0.88998
N 2.75628 -0.37114 -0.13345
H 0.68057 -1.78840 -0.92807



(4)
Computed, not measured: a cluster of 2 separate species, C4H13N2O2 in total at a distorted geometry, with ωB97M-V/def2-TZVPD.

## Properties
Relative energy (zero: lowest compared OMol25 entry of this formula, charge and spin) in kJ/mol: 412.50
F_max in eV/A: 4.21
Lowest unoccupied orbital energy in Eh: -0.112
Spin multiplicity: 1
Frontier orbital gap in eV: 8.898
Total charge: +1

Element x y z (Å)
H -1.48278 0.13995 1.04537
C 0.46912 -1.10426 0.84097
O 0.71045 -2.08849 -0.05162
N -0.81666 -1.31219 1.44492
H -1.25508 1.81443 0.83577
H 0.69949 -0.32598 -2.33709
H 1.38555 -1.80171 -0.68253
H 1.35390 1.85080 -1.37780
H -1.53967 -1.91895 0.89173
H 1.73289 1.37675 0.31067
H 2.03000 -1.06179 2.09872
C -0.18272 -0.00783 -1.82971
H -0.81686 -1.58156 2.44254
C 0.91355 1.68719 -0.31486
C -0.15888 0.67158 -0.50298
H -2.19764 0.95868 -0.20605
O 1.45202 -0.51784 1.49870
H -0.75158 -0.96817 -1.84803
N -1.34970 0.93048 0.30278
H 0.52498 2.74981 0.00686
H -0.72036 0.50909 -2.56836